C4H4EuO2 as an isolated structure, computed with ωB97M-V/def2-TZVPD.

frontier orbital gap (spin up / spin down)	6.58 / 6.82	eV
ΔE to the lowest compared entry with this formula, charge and spin	0.0	kJ/mol
charge	+2
E	-27616.0640	eV
E_HOMO (spin up / spin down)	-0.6121 / -0.6125	Eh
spin multiplicity	8

Atoms and positions in Å:
H -0.80 -0.43 -1.86
O -1.48 -1.32 2.34
C -0.87 -0.52 1.78
C -0.16 0.42 1.17
C -0.03 -0.18 -1.13
C 1.18 -0.72 -1.02
H 0.65 0.95 1.68
H 1.94 -0.36 -0.32
H 1.44 -1.53 -1.69
O -0.46 0.77 -0.18
Eu -1.43 2.91 -0.76

What are the Löwdin partial charges on each atom? They are as follows, in elementary charge units: 0.126 0.300 -0.084 -0.139 -0.198 0.109 0.137 0.101 0.103 -0.393 1.937